# 1
Density functional theory data (ωB97M-V/def2-TZVPD) for a structure of composition C41H35FNO3P2S2Sn.

Output
E_HOMO = -9.86 eV
Gap between HOMO and LUMO = 6.93 eV
F_max = 0.01106 Eh/bohr
E_LUMO = -0.1076 Eh
Charge = +1

Each line ends with the Löwdin charge.
Atoms and positions in Å:
Sn (-0.23146, 0.85650, -1.43646)  1.14
S (-2.35416, -0.88279, -5.01413)  1.08
S (-0.97401, -1.48668, -2.33231)  0.55
P (0.42578, -0.37211, 2.80920)  0.99
P (1.47338, -1.80996, 1.45893)  1.07
F (0.09830, -0.03566, 0.88805)  -0.58
O (-4.14180, 0.62901, -1.46709)  0.07
O (-2.12195, 1.39736, -0.92458)  -0.31
O (-5.90965, 2.21381, -2.45344)  0.08
N (-0.83387, 0.74560, -3.74418)  -0.13
C (-2.61736, 1.23066, -6.88446)  -0.08
C (-1.26446, 1.44436, -4.87672)  -0.30
C (-0.74825, 3.30802, 3.91486)  -0.05
C (1.06628, -0.71888, 4.47099)  -0.37
C (2.09226, 0.09117, 4.96610)  -0.10
C (2.63827, -0.16434, 6.21511)  -0.06
C (3.25595, -2.81394, 3.44340)  -0.07
C (0.99726, 2.28778, 1.99712)  -0.09
C (2.44768, -1.14573, 0.11689)  -0.36
C (4.22320, -5.01168, 3.26244)  -0.05
C (4.09978, 0.39751, -0.68546)  -0.06
C (0.58369, -1.77056, 5.24642)  -0.08
C (3.52642, -5.22718, 2.07975)  -0.06
C (2.68753, -4.24465, 1.58240)  -0.08
C (-5.26555, 4.41067, -2.95698)  0.00
C (-1.18471, -1.21210, 2.71966)  -0.25
C (-4.30377, 5.39802, -3.00465)  -0.07
C (4.09637, -3.80626, 3.93350)  -0.05
C (-1.00428, -2.63598, 2.16398)  -0.22
C (3.05670, -1.16385, -2.20157)  -0.06
C (-3.00375, 5.15554, -2.55095)  -0.09
C (2.29861, -1.68036, -1.15804)  -0.13
C (-0.03963, -2.67741, 0.96514)  -0.27
C (-1.43513, 3.28426, -6.38853)  -0.07
C (-1.32851, -0.46653, -3.68765)  -1.12
C (-3.32444, 1.54761, -1.43188)  -0.52
C (3.94499, -0.12278, -1.96710)  -0.05
C (-2.27428, 2.52921, -7.21483)  -0.08
C (-2.69707, 3.91145, -2.03797)  -0.04
C (2.53254, -3.03304, 2.27078)  -0.30
C (-0.05509, 4.16666, 3.07182)  -0.06
C (0.30492, 1.43288, 2.84959)  -0.31
C (-4.95003, 3.14588, -2.45504)  -0.26
C (3.35282, -0.11332, 0.36197)  -0.09
C (-2.10678, 0.69842, -5.70483)  -0.45
C (-0.92336, 2.75274, -5.21941)  -0.02
C (-0.55742, 1.93606, 3.82126)  -0.07
C (0.82215, 3.65889, 2.12187)  -0.05
C (2.14940, -1.21580, 6.98479)  -0.06
C (-3.65249, 2.89179, -1.97799)  -0.07
C (1.12074, -2.01329, 6.50398)  -0.05
H (-1.18632, 4.30176, -6.66936)  0.11
H (-1.64586, -1.22504, 3.70768)  0.10
H (4.87671, -5.78358, 3.65290)  0.12
H (1.63507, 1.88350, 1.22053)  0.08
H (-1.78505, -0.59792, 2.05690)  0.11
H (-2.25170, 5.93356, -2.59563)  0.10
H (3.63884, -6.16015, 1.54174)  0.12
H (-0.20655, 5.23724, 3.14976)  0.11
H (-0.20345, -2.41777, 4.87187)  0.10
H (4.51899, 0.28976, -2.78852)  0.12
H (2.46053, 0.92663, 4.37999)  0.11
H (4.65402, -3.62815, 4.84418)  0.11
H (-4.56340, 6.37474, -3.40176)  0.11
H (4.80504, 1.20056, -0.50569)  0.12
H (3.19247, -1.87399, 3.96928)  0.08
H (-1.43612, 3.70436, 4.65251)  0.12
H (2.17030, -4.41929, 0.64458)  0.10
H (-0.27590, 3.32810, -4.56845)  0.11
H (1.35981, 4.33077, 1.46070)  0.12
H (-6.27512, 4.58364, -3.31197)  0.12
H (3.43627, 0.46264, 6.59390)  0.11
H (-5.49407, 1.39232, -2.10274)  0.07
H (-1.08134, 1.27298, 4.50108)  0.12
H (2.56557, -1.40675, 7.96842)  0.12
H (-1.97190, -3.02390, 1.85028)  0.13
H (2.94074, -1.56976, -3.19876)  0.12
H (-0.63051, -3.30088, 2.94536)  0.10
H (0.73282, -2.82490, 7.10794)  0.12
H (-2.66542, 2.96592, -8.12611)  0.11
H (0.20130, -3.70629, 0.70577)  0.10
H (1.59422, -2.48359, -1.35366)  0.09
H (3.48494, 0.27672, 1.36773)  0.11
H (-0.45227, -2.17402, 0.09856)  0.02
H (-1.70304, 3.70694, -1.66648)  0.09
H (-3.27445, 0.64833, -7.52128)  0.11

***

# 2
Density functional theory data (ωB97M-V/def2-TZVPD) for a structure of composition C41H36ClCuN7P.

Output
E_HOMO (alpha / beta) = -9.36 / -9.24 eV
Gap between HOMO and LUMO (alpha / beta) = 7.46 / 5.78 eV
F_max = 0.00827 Eh/bohr
Multiplicity = 2
⟨S²⟩ = 0.7557
E_LUMO (alpha / beta) = -0.0698 / -0.1272 Eh
Charge = +1

Each line ends with the Mulliken spin population.
Atoms and positions in Å:
Cu (-0.07938, 0.18310, 0.23347)  0.61
Cl (-3.80944, 0.79365, 0.43990)  0.00
P (-1.51802, -0.53633, -1.64576)  -0.01
N (2.35119, 1.93608, -0.54699)  -0.01
N (0.00291, -2.31992, 1.86678)  0.00
N (1.42910, 1.13398, -1.12417)  0.04
N (-1.40792, 1.92045, 2.29512)  -0.01
N (-0.95946, 1.96131, 1.03479)  0.02
N (-0.87420, -1.36992, 1.46024)  0.05
N (1.48433, 0.18592, 1.44076)  0.18
C (3.35443, 2.22103, -1.39766)  0.00
C (2.73486, 5.64860, 2.66785)  0.00
C (-0.38244, 0.41177, -5.48652)  0.00
C (1.73071, -2.95877, 3.41935)  0.00
C (-1.25555, 1.70791, -3.19375)  0.01
C (-1.45171, 4.03362, 1.74555)  0.00
C (1.83335, 1.49303, 1.78105)  -0.02
C (-1.71828, 3.14290, 2.75860)  0.00
C (3.13595, -0.65741, 2.98439)  0.02
C (-0.56330, -3.53946, 1.79835)  0.00
C (0.93700, -3.75362, -1.82743)  0.00
C (3.08919, 1.57972, -2.58220)  0.00
C (-0.67656, -0.32543, -4.34746)  0.00
C (3.63533, -1.61798, 3.83218)  0.00
C (-2.00157, -2.02141, 1.17014)  0.00
C (-1.86201, -3.38893, 1.37035)  0.00
C (2.50714, 3.72047, 1.07089)  -0.02
C (0.09511, -4.83331, -2.06031)  0.00
C (1.74988, 1.99805, 3.08250)  0.04
C (2.22604, 2.39141, 0.79140)  0.02
C (-5.64474, -0.08107, -1.28614)  0.00
C (-1.26908, -4.62575, -2.19297)  0.00
C (-4.28451, -0.03533, -1.01189)  0.00
C (1.87881, 0.91881, -2.35659)  0.00
C (-0.52971, 1.79102, -5.48037)  0.00
C (-3.34541, -0.60161, -1.86553)  0.03
C (-0.95834, -2.25450, -1.88929)  0.01
C (2.05075, 3.31538, 3.37023)  -0.01
C (-3.82494, -1.17799, -3.04661)  0.00
C (0.41167, -2.47539, -1.73635)  0.00
C (-1.10766, 0.32277, -3.19579)  0.01
C (-0.96919, 3.23985, 0.69540)  -0.01
C (-6.09040, -0.68324, -2.44806)  0.00
C (-5.17455, -1.22759, -3.33809)  0.00
C (1.23895, -2.00993, 2.52218)  0.01
C (1.91262, -0.80235, 2.30380)  0.00
C (2.43544, 4.20657, 2.36858)  0.03
C (-0.97334, 2.43935, -4.33455)  0.00
C (3.45140, -3.84674, 5.02279)  0.00
C (2.93256, -2.79600, 4.08170)  0.00
C (-1.79590, -3.34506, -2.10322)  0.00
H (3.70568, 0.24683, 2.81740)  0.00
H (2.77165, 4.38711, 0.25904)  0.00
H (-0.03698, -0.09263, -6.37858)  0.00
H (-1.93158, -5.46389, -2.36012)  0.00
H (-1.58658, 2.21220, -2.29229)  0.00
H (-1.46706, 1.03046, 2.76580)  0.00
H (2.00277, 6.30808, 2.19991)  0.00
H (-6.33856, 0.36890, -0.59111)  0.00
H (1.13751, -3.83490, 3.63877)  0.00
H (3.68295, 1.57739, -3.47659)  0.00
H (1.97367, 3.66534, 4.39179)  0.00
H (2.65861, -4.22669, 5.66726)  0.00
H (-5.50943, -1.68038, -4.26049)  0.00
H (1.32733, 0.30513, -3.04588)  0.00
H (4.23752, -3.44466, 5.65941)  0.00
H (-7.14897, -0.71481, -2.66334)  0.00
H (-2.58908, -4.16078, 1.20414)  0.00
H (-0.62539, 3.53959, -0.28031)  0.00
H (-0.01263, -4.42364, 2.05398)  0.00
H (-1.57648, 5.09947, 1.76447)  0.00
H (4.18405, 2.83044, -1.08583)  0.00
H (2.00110, -3.90575, -1.70815)  0.00
H (-3.11941, -1.58668, -3.75807)  0.00
H (2.71747, 5.83733, 3.73942)  0.00
H (4.58707, -1.44630, 4.31841)  0.00
H (-0.30037, 2.36196, -6.36938)  0.00
H (-1.08974, 3.51411, -4.33065)  0.00
H (3.71806, 5.93289, 2.29228)  0.00
H (3.86931, -4.69508, 4.47822)  0.00
H (-2.86466, -3.21029, -2.18857)  0.00
H (1.45412, 1.32448, 3.87726)  0.00
H (-2.85792, -1.47644, 0.81183)  0.00
H (0.50135, -5.83254, -2.13323)  0.00
H (-2.09145, 3.28712, 3.75622)  0.00
H (-0.54607, -1.40113, -4.35221)  0.00
H (1.08105, -1.64399, -1.53149)  0.01

***

Energy above the lowest of the compared OMol25 structures with the same formula, charge and spin
In order: 18.19; 0.00
Unit: kcal/mol